Entry 1:
{"formula": "C43H48ClKN7O10SSi", "method": "wB97M-V/def2-TZVPD", "elements": ["K", "O", "N", "O", "C", "C", "C", "C", "C", "C", "N", "C", "C", "N", "C", "C", "C", "C", "H", "H", "H", "H", "H", "H", "H", "N", "C", "C", "C", "C", "C", "C", "S", "N", "C", "C", "C", "C", "C", "C", "N", "H", "H", "H", "H", "H", "H", "H", "H", "H", "O", "Cl", "O", "O", "O", "N", "C", "C", "C", "C", "C", "C", "C", "H", "H", "H", "H", "H", "C", "C", "C", "C", "O", "Si", "O", "O", "C", "C", "C", "C", "O", "C", "C", "C", "C", "H", "H", "H", "H", "H", "H", "H", "H", "H", "H", "H", "H", "H", "H", "H", "H", "H", "H", "H", "H", "H", "H", "H", "H", "H", "H", "H"], "positions_angstrom": [[-0.389234, 0.799498, -0.586209], [1.805321, 3.232323, 7.705489], [0.800094, 3.267997, 7.017589], [-0.218047, 3.837612, 7.364880], [0.824140, 2.595159, 5.702845], [1.921599, 1.848041, 5.460048], [2.078510, 1.132349, 4.243521], [3.216229, 0.346751, 3.969192], [3.301267, -0.305014, 2.772957], [2.243611, -0.168890, 1.850964], [1.168567, 0.550446, 2.100510], [1.075230, 1.198851, 3.271607], [-0.126840, 1.980304, 3.537022], [-1.069354, 1.966302, 2.577805], [-2.164838, 2.670413, 2.749773], [-2.378725, 3.451248, 3.892926], [-1.436810, 3.468891, 4.885270], [-0.259381, 2.703199, 4.743630], [2.690669, 1.788564, 6.216293], [4.003992, 0.276139, 4.711272], [4.162628, -0.910392, 2.520773], [2.274519, -0.632904, 0.864107], [-2.897989, 2.628867, 1.949707], [-3.281597, 4.041208, 3.985687], [-1.596030, 4.063350, 5.766408], [-2.363705, -3.523400, 1.928834], [-2.443293, -3.771493, 3.302942], [-3.426159, -4.607383, 3.809470], [-3.525214, -4.839015, 5.177985], [-2.627217, -4.244660, 6.045963], [-1.625231, -3.421670, 5.535511], [-1.531368, -3.177463, 4.177020], [-0.259584, -2.117912, 3.543177], [-0.305571, -2.363274, 1.882956], [-1.278949, -2.932350, 1.306521], [-1.284465, -3.030489, -0.187966], [-1.600633, -4.227947, -0.817079], [-1.582307, -4.271788, -2.204652], [-1.253825, -3.127755, -2.907048], [-0.943964, -1.980856, -2.187262], [-0.961779, -1.929285, -0.860906], [-3.090696, -3.889465, 1.342149], [-4.131349, -5.071120, 3.126366], [-4.303725, -5.491365, 5.554755], [-2.698146, -4.412812, 7.113246], [-0.911547, -2.949847, 6.204356], [-1.822184, -5.115494, -0.237104], [-1.807758, -5.194297, -2.726062], [-1.226066, -3.120169, -3.989007], [-0.654553, -1.061632, -2.693050], [-2.779874, 0.994482, -1.625476], [-2.945194, 2.339224, -1.092014], [-4.038378, 2.355906, -0.142782], [-3.217307, 3.253813, -2.166921], [-1.722101, 2.715811, -0.413305], [-3.019633, -0.581494, 1.110528], [-4.128186, -0.381742, 0.885683], [-5.527851, -0.150049, 0.629469], [-6.428834, -0.267003, 1.687001], [-7.782584, -0.073513, 1.459215], [-8.231997, 0.236218, 0.181864], [-7.327510, 0.361714, -0.865320], [-5.973726, 0.171800, -0.646935], [-6.056269, -0.505328, 2.675227], [-8.484720, -0.159514, 2.278891], [-9.289906, 0.384785, 0.003215], [-7.679880, 0.622283, -1.855217], [-5.250022, 0.293961, -1.443198], [0.550491, 2.891154, -2.878429], [0.870596, 2.011949, -4.093842], [-0.408412, 1.717846, -4.866940], [1.882635, 2.706009, -5.004901], [1.394152, 0.742405, -3.680929], [2.464574, 0.415224, -2.432877], [1.714149, -0.020159, -1.134709], [3.403054, 1.798354, -2.313723], [4.659057, 1.978378, -1.673050], [4.813370, 1.071117, -0.451071], [5.774029, 1.706424, -2.680676], [4.700579, 3.437424, -1.226831], [3.582200, -0.688297, -3.017675], [3.420976, -1.806989, -3.871899], [4.580973, -2.748618, -3.571160], [2.093269, -2.514932, -3.608275], [3.485890, -1.341028, -5.328033], [0.129324, 3.848878, -3.186886], [1.466271, 3.062849, -2.310607], [-0.172007, 2.392791, -2.236352], [-0.776744, 2.618618, -5.364015], [-1.188805, 1.355478, -4.192588], [-0.210138, 0.952590, -5.622480], [1.502280, 3.679528, -5.325816], [2.071517, 2.091734, -5.890891], [2.821333, 2.846588, -4.467196], [4.859944, 0.019925, -0.754739], [3.946345, 1.192087, 0.202841], [5.723335, 1.329191, 0.095800], [5.671115, 0.690422, -3.066288], [6.754020, 1.816031, -2.206539], [5.706038, 2.408175, -3.516288], [3.880491, 3.630994, -0.531014], [4.581548, 4.095741, -2.090843], [5.648806, 3.668196, -0.733344], [4.525651, -3.086049, -2.533039], [5.530070, -2.225802, -3.713554], [4.554731, -3.619091, -4.231841], [1.967818, -2.682783, -2.534266], [2.046532, -3.470887, -4.136774], [1.269046, -1.880277, -3.947992], [4.450252, -0.864575, -5.524120], [2.693454, -0.610923, -5.507234], [3.361942, -2.184373, -6.014008]], "forces_ev_per_angstrom": [[0.3, -1.3, 1.3], [0.0, -0.1, -0.1], [0.0, 0.1, 0.0], [0.0, -0.1, 0.0], [-0.1, 0.0, 0.0], [0.1, 0.0, 0.1], [0.0, 0.0, 0.0], [0.0, 0.0, 0.1], [0.0, 0.0, 0.0], [-0.1, 0.0, 0.0], [0.0, 0.1, -0.2], [-0.1, -0.1, -0.1], [0.0, 0.0, -0.1], [0.0, 0.1, 0.0], [0.1, -0.1, 0.0], [0.0, 0.0, 0.0], [0.0, 0.0, 0.1], [-0.1, 0.1, 0.1], [0.0, 0.0, 0.0], [0.0, 0.0, 0.0], [0.0, 0.0, 0.0], [0.0, 0.1, 0.1], [0.0, 0.0, 0.0], [0.0, 0.0, 0.0], [0.0, 0.0, 0.0], [0.1, -0.1, 0.0], [0.0, 0.0, 0.0], [-0.1, 0.0, 0.0], [0.0, 0.0, 0.0], [0.0, 0.0, 0.0], [0.0, 0.0, 0.0], [0.1, 0.0, -0.1], [-0.1, 0.1, 0.1], [0.1, 0.0, -0.3], [-0.1, 0.0, 0.1], [0.0, 0.1, 0.0], [0.0, -0.1, -0.1], [0.0, 0.0, 0.0], [0.0, 0.0, 0.0], [0.0, 0.1, 0.1], [0.0, -0.1, 0.0], [-0.1, 0.0, 0.0], [0.0, 0.0, 0.0], [0.0, 0.0, 0.0], [0.0, 0.0, 0.0], [0.0, -0.1, 0.0], [0.0, 0.0, 0.0], [0.0, 0.0, 0.0], [0.0, 0.0, 0.0], [0.0, -0.1, 0.0], [-0.2, 0.2, -0.1], [-0.6, 0.6, -0.2], [0.2, 0.0, -0.2], [0.1, -0.2, 0.1], [-0.9, 1.0, 0.0], [-0.1, 0.0, 0.1], [-0.1, 0.1, -0.1], [0.0, -0.1, 0.2], [0.0, 0.0, -0.1], [0.0, 0.0, 0.0], [0.0, 0.0, 0.0], [-0.1, 0.0, 0.0], [0.1, 0.0, -0.2], [0.0, 0.0, 0.0], [0.0, 0.0, 0.0], [0.0, 0.0, 0.0], [0.0, 0.0, 0.0], [0.0, 0.0, 0.0], [0.3, -0.2, -0.2], [0.0, 0.0, 0.1], [0.0, -0.1, 0.0], [0.1, -0.1, 0.0], [0.1, 0.2, -0.1], [0.3, 0.0, 0.0], [1.1, -0.3, -0.4], [0.0, -0.1, 0.0], [0.0, 0.1, 0.0], [-0.2, -0.1, -0.1], [0.0, -0.1, 0.0], [-0.1, 0.0, 0.0], [-0.2, 0.0, -0.2], [0.0, 0.0, 0.0], [0.1, 0.0, 0.1], [-0.1, 0.2, 0.1], [0.0, 0.1, 0.1], [-0.1, 0.0, 0.0], [-0.1, 0.1, 0.0], [0.0, 0.4, -0.3], [0.0, 0.0, 0.0], [0.0, 0.0, 0.0], [0.0, 0.1, 0.0], [0.0, 0.0, 0.0], [0.0, 0.0, 0.1], [0.0, 0.0, 0.0], [0.0, 0.1, 0.0], [0.1, 0.0, 0.0], [0.0, 0.0, 0.0], [0.0, 0.1, 0.0], [0.0, 0.0, 0.0], [0.0, 0.0, 0.0], [0.1, 0.0, 0.0], [0.0, 0.0, 0.0], [0.0, 0.0, 0.0], [0.0, 0.0, -0.1], [0.0, 0.0, 0.0], [0.0, 0.0, 0.0], [0.0, 0.0, -0.1], [0.0, 0.0, 0.0], [0.1, -0.1, 0.0], [0.0, 0.0, 0.0], [0.0, 0.0, 0.0], [0.0, 0.0, 0.0]], "lowdin_charge": [0.7465, 0.0540, -0.3392, 0.0604, -0.0724, 0.0574, -0.1460, -0.0137, -0.0387, -0.1278, 0.1308, -0.1676, -0.1381, 0.1492, -0.1039, -0.0358, -0.0091, -0.0641, 0.1257, 0.1152, 0.1080, 0.0914, 0.0881, 0.1048, 0.0938, 0.1126, -0.2444, -0.0356, -0.1061, -0.1072, -0.1127, -0.4485, 0.9772, -0.2073, -0.4052, -0.2200, -0.0240, -0.0663, -0.0548, -0.1258, 0.1115, 0.1314, 0.1086, 0.0963, 0.0962, 0.1032, 0.1092, 0.1032, 0.1084, 0.1026, -0.4268, 0.6487, -0.3470, -0.3239, -0.4813, 0.2460, -0.1412, -0.2191, -0.0321, -0.0875, -0.0895, -0.0671, -0.0277, 0.1167, 0.0989, 0.0983, 0.1052, 0.1105, -0.0242, -0.6312, -0.0241, -0.0274, -0.1231, 0.0092, -0.4124, -0.1306, -0.6511, -0.0355, -0.0296, -0.0357, -0.1164, -0.6590, -0.0391, -0.0409, -0.0268, 0.1016, 0.0821, 0.0134, 0.0868, 0.0788, 0.0834, 0.0823, 0.0825, 0.0735, 0.0868, 0.0715, 0.0844, 0.0714, 0.0811, 0.0834, 0.0875, 0.0822, 0.0798, 0.0865, 0.0799, 0.0789, 0.0942, 0.0864, 0.0686, 0.0848, 0.0727, 0.0811], "energy_ha": -4550.9064, "homo_ev": -5.2, "charge": -1, "relative_energy_ev": 0.928, "homo_lumo_gap_ev": 6.4613, "e_lumo_ha": 0.045}

---

Entry 2:
{"formula": "C18H27BCaClF4N2O5Se", "method": "wB97M-V/def2-TZVPD", "elements": ["Ca", "C", "C", "O", "C", "C", "O", "C", "C", "O", "C", "C", "O", "H", "H", "H", "H", "H", "H", "H", "H", "H", "H", "H", "H", "H", "H", "H", "H", "Cl", "C", "C", "C", "C", "C", "C", "C", "H", "H", "H", "H", "H", "H", "C", "C", "N", "O", "H", "H", "H", "H", "H", "F", "B", "F", "F", "F", "Se", "C", "N"], "positions_angstrom": [[0.638003, 0.645330, -0.673855], [2.319603, 1.196330, 2.664045], [2.584903, -0.225970, 2.166245], [1.400903, -0.972970, 1.990145], [0.853403, -1.502270, 3.172545], [-0.574297, -2.002070, 2.899445], [-1.438797, -1.028270, 2.383145], [-1.924797, -0.074870, 3.296445], [-2.300597, 1.191430, 2.512045], [-1.202597, 1.850230, 1.943145], [-0.439997, 2.630830, 2.831345], [0.860403, 2.997130, 2.106645], [1.544003, 1.844830, 1.689645], [3.277503, 1.719430, 2.797445], [1.808803, 1.184830, 3.637045], [3.274403, -0.748670, 2.845545], [3.027803, -0.150670, 1.171945], [0.839303, -0.748070, 3.972145], [1.464703, -2.353370, 3.520845], [-0.976097, -2.445270, 3.826245], [-0.528697, -2.765770, 2.122945], [-1.181697, 0.154530, 4.072845], [-2.827697, -0.460270, 3.801845], [-2.861497, 1.877130, 3.167645], [-2.921297, 0.890330, 1.665045], [-0.217297, 2.079330, 3.758245], [-0.991297, 3.543330, 3.110645], [1.492603, 3.636330, 2.739245], [0.608103, 3.534830, 1.188845], [-2.374597, -1.924270, -6.539955], [-1.974297, -0.818970, -5.249455], [-2.885697, -0.609870, -4.229055], [-2.556497, 0.233730, -3.190055], [-1.321797, 0.911430, -3.139755], [-0.969397, 1.779930, -2.059955], [-0.447297, 0.699430, -4.228955], [-0.750297, -0.162170, -5.256555], [-3.839897, -1.120870, -4.252955], [-3.255397, 0.379530, -2.377755], [-1.818597, 2.085830, -1.451955], [-0.377697, 2.632330, -2.385655], [0.502603, 1.219630, -4.222155], [-0.052197, -0.340370, -6.063955], [-1.392497, -2.775670, -1.946155], [-0.601197, -2.086870, -0.863455], [0.395903, -2.813670, -0.312255], [-0.881397, -0.971570, -0.459055], [-1.563897, -3.817070, -1.690455], [-0.837897, -2.729470, -2.881755], [-2.330597, -2.250370, -2.097655], [0.842503, -3.525370, -0.870455], [1.020703, -2.274670, 0.282245], [2.492203, -2.793570, -2.425455], [2.834903, -1.591370, -1.846455], [3.059103, -1.792570, -0.481555], [3.919203, -1.022370, -2.429555], [1.695203, -0.727270, -1.943555], [3.168703, 4.946430, -0.142655], [2.563403, 3.398530, -0.662955], [2.128903, 2.363930, -0.960155]], "forces_ev_per_angstrom": [[-0.1, 0.9, 1.0], [0.1, -0.4, 0.2], [0.2, 0.6, 0.1], [-0.3, -0.1, -0.2], [-0.5, -0.1, 0.2], [0.4, -0.1, 0.0], [-0.1, 0.3, 0.0], [-0.1, 0.3, -0.1], [-0.1, -0.4, 0.2], [0.3, 0.0, -0.2], [0.4, 0.1, 0.0], [-0.7, 0.2, 0.2], [0.0, -0.6, -0.1], [-0.1, -0.1, 0.0], [0.0, 0.0, 0.0], [0.0, 0.1, -0.1], [0.2, -0.1, 0.1], [0.1, 0.0, -0.1], [-0.1, 0.1, 0.0], [0.1, 0.0, -0.1], [0.0, -0.1, 0.1], [-0.1, 0.0, -0.1], [0.1, 0.1, 0.0], [0.0, -0.1, -0.1], [-0.1, 0.0, 0.1], [0.0, 0.0, -0.1], [0.1, -0.1, 0.0], [-0.1, -0.1, -0.2], [0.1, 0.1, 0.2], [-0.1, -0.2, -0.2], [0.0, 0.0, 0.0], [0.1, -0.1, -0.1], [0.1, -0.1, 0.1], [-0.2, 0.3, -0.2], [-0.2, 0.4, -0.1], [0.1, 0.0, 0.2], [-0.2, -0.2, -0.1], [0.0, 0.0, 0.0], [-0.1, 0.0, 0.1], [-0.1, 0.1, 0.1], [0.1, 0.1, 0.1], [0.1, 0.0, -0.1], [0.0, 0.0, 0.0], [0.0, 0.2, 0.1], [-0.2, -1.5, -0.4], [0.1, 0.3, 0.2], [-0.5, 0.3, 0.3], [0.0, -0.1, 0.0], [0.1, 0.0, -0.1], [0.0, 0.0, 0.0], [0.0, 0.1, -0.1], [0.1, -0.3, -0.1], [-0.3, -0.7, -0.4], [0.4, -0.4, 0.0], [0.1, 0.1, 0.8], [0.5, 0.4, -0.4], [-0.1, 0.0, -0.6], [0.6, 1.4, 0.5], [-0.3, -0.8, -0.3], [0.3, -0.1, -0.4]], "lowdin_charge": [1.3810, -0.1719, -0.1613, -0.1620, -0.1779, -0.1811, -0.1322, -0.1853, -0.1735, -0.1330, -0.1840, -0.1899, -0.2141, 0.1409, 0.1142, 0.1374, 0.1237, 0.1131, 0.1358, 0.1297, 0.1139, 0.1116, 0.1291, 0.1277, 0.1366, 0.1118, 0.1331, 0.1307, 0.1109, 0.5809, -0.7149, -0.1635, -0.0892, -0.3742, -0.2525, -0.0631, -0.1282, 0.0953, 0.1049, 0.0277, 0.0308, 0.1124, 0.0977, 0.0284, -0.5619, 0.1891, -0.0984, 0.0812, 0.0999, 0.0724, 0.1126, 0.0799, 0.1404, -1.3151, 0.1139, 0.1796, -0.0377, 0.4384, -1.0241, -0.0778], "energy_ha": -5151.7529, "homo_ev": -3.5, "charge": -1, "homo_lumo_gap_ev": 5.7302, "e_lumo_ha": 0.081}

---

Entry 3:
{"formula": "C4H16NO6", "method": "wB97M-V/def2-TZVPD", "elements": ["O", "C", "O", "C", "C", "C", "O", "N", "H", "H", "H", "H", "H", "H", "H", "H", "H", "H", "H", "H", "O", "H", "H", "O", "H", "H", "O"], "positions_angstrom": [[-0.289442, -1.526351, -1.572564], [-0.190499, -1.073141, -0.487203], [-0.732573, -1.662473, 0.554840], [0.169556, 0.381890, -0.083396], [-0.990818, 1.020439, 0.502561], [-1.264511, 2.444502, 0.260101], [-0.249421, 3.371714, 0.383825], [1.424654, 0.550993, 0.780852], [-1.354993, -2.352209, 0.313593], [0.570611, 0.881521, -1.051774], [-2.037422, 0.443689, 0.256495], [-1.068967, 0.938823, 1.647842], [-1.667158, 2.504830, -0.883940], [-1.984213, 2.848008, 1.034465], [-0.189596, 3.731291, 1.401900], [1.497305, 1.583920, 0.932802], [2.328656, 0.436834, 0.297737], [1.322216, 0.078148, 1.673804], [1.320623, -2.091566, 1.420085], [1.317941, -2.128471, 3.103474], [1.599367, -1.647828, 2.292315], [-2.665949, -2.760932, -1.743206], [-2.633057, -1.359331, -1.341532], [-2.386546, -2.194081, -1.049471], [3.095250, 1.294984, -1.984400], [1.961776, 0.277826, -2.500947], [2.542619, 0.555713, -1.758285]], "forces_ev_per_angstrom": [[1.9, 0.3, -3.2], [0.9, 1.7, 1.9], [0.4, -0.3, 3.1], [2.7, -0.7, -3.6], [-4.0, -1.0, 3.5], [-2.8, 1.8, -2.0], [2.4, 1.8, 3.2], [-0.7, 1.7, -0.4], [-0.2, -0.3, -0.6], [-1.4, -0.6, 1.6], [2.3, 1.1, 0.1], [0.7, -0.5, -1.5], [0.7, 0.4, 2.7], [-0.5, -1.1, -1.4], [-0.2, -1.4, -3.7], [-0.4, 0.0, 0.4], [-0.3, -1.2, -0.2], [0.5, -0.5, 0.4], [0.2, 0.4, 2.3], [0.0, 0.1, -1.3], [-0.2, -0.6, -0.7], [-0.3, -1.0, -0.9], [-0.6, 2.5, -0.7], [-1.8, -2.5, 1.3], [0.2, 0.5, -0.7], [0.8, 0.5, 0.4], [-0.7, -1.1, 0.0]], "lowdin_charge": [0.0877, -0.6079, 0.0441, -0.2620, -0.2347, -0.3902, -0.1675, 0.1643, 0.0933, 0.1512, 0.1684, 0.1458, 0.1644, 0.1235, 0.1607, 0.0932, 0.1017, 0.0816, 0.0653, 0.0633, -0.1284, 0.0637, 0.0270, -0.0126, 0.0349, 0.0648, -0.0957], "energy_ha": -667.9942, "multiplicity": 2, "s2": 0.751, "homo_ev": [-2.8, -9.9], "relative_energy_ev": 3.665, "homo_lumo_gap_ev": [3.2671, 10.1181], "e_lumo_ha": [0.017, 0.009]}